# 1
# C44H34BrF6InO10

A molecular structure, C44H34BrF6InO10 (ωB97M-V/def2-TZVPD, the OMol25 dataset).

Each line ends with the Löwdin charge.
Cartesian coordinates (Å):
H 1.27 -0.37 -3.88  0.11
H 3.44 5.27 3.46  0.10
H -2.71 1.44 -3.99  0.11
O 2.67 -1.65 3.80  0.06
C -0.61 0.48 -6.54  -0.13
C -3.39 3.05 -1.27  -0.01
C 6.67 -2.42 0.45  -0.10
H 5.98 -4.38 0.55  0.10
O 1.05 -6.74 -3.34  -0.01
O 1.16 -3.27 4.08  -0.03
H -0.03 4.21 6.02  0.09
O 0.87 -2.43 -1.69  -0.04
H -4.29 4.49 -2.36  0.09
C 4.37 -2.87 0.50  -0.03
H -2.51 1.40 -6.54  0.09
C -1.09 2.31 6.61  -0.09
H 1.50 -4.07 -3.38  0.13
C -1.75 1.16 6.14  -0.10
F -0.87 0.57 -2.47  0.03
C -4.19 -0.77 -2.09  -0.04
O 1.66 3.85 -1.74  0.09
C 1.05 -4.48 -2.48  0.02
F 2.78 -1.11 0.38  0.01
H 7.72 -2.67 0.54  0.08
H -6.69 2.27 0.60  0.10
C -0.76 0.57 -3.79  -0.23
H -0.61 0.33 -7.61  0.09
H 4.77 0.41 0.39  0.12
H -0.23 3.82 3.75  0.10
C 5.06 -0.62 0.46  -0.02
H -1.93 0.33 6.81  0.10
C 0.45 -0.06 -5.82  -0.10
O -0.57 -7.53 -1.33  0.07
F -1.33 1.53 2.59  -0.01
C 2.85 1.95 2.77  -0.25
H -2.10 -0.04 4.28  0.06
H 2.92 -2.38 4.37  0.09
C 0.76 -5.86 -2.47  -0.30
O -0.17 -3.55 0.89  0.07
F -2.39 1.34 -0.03  -0.01
C -5.75 3.47 -0.96  -0.10
Br -3.07 -1.64 1.96  -0.22
H -2.02 -2.72 -3.80  0.12
C 0.76 -3.67 -1.45  -0.35
C -5.81 2.46 0.00  -0.09
C 4.77 2.23 4.23  -0.05
H 1.81 3.64 2.22  0.11
C -3.09 -1.53 -2.29  -0.21
H 0.96 4.49 -1.56  0.10
C -2.87 -2.09 -3.57  -0.01
C 3.91 1.43 3.45  -0.02
H 3.48 -3.47 0.37  0.13
C -1.73 0.99 -5.91  -0.11
H -1.06 2.48 7.68  0.07
H 4.17 0.39 3.41  0.10
F -2.09 -1.68 -1.32  -0.06
C 4.08 -1.57 0.44  -0.26
H -6.58 4.09 -1.27  0.08
C 0.17 -4.24 -0.14  -0.30
C 1.41 -2.13 3.62  -0.84
C -4.53 3.76 -1.60  -0.09
O 0.45 2.84 -0.19  -0.11
H -4.49 -0.44 -1.11  0.10
In -0.09 -0.17 0.34  1.11
C -5.12 -0.57 -3.08  -0.10
C -3.81 -1.96 -4.56  -0.08
O 0.60 -1.51 2.93  -0.06
H -5.59 -0.91 -5.14  0.09
C -3.45 2.06 -0.29  -0.29
C 4.48 3.64 4.24  -0.12
C -1.79 0.87 4.78  0.01
C -0.25 -5.49 -0.04  0.10
H -0.80 -5.86 0.81  0.14
C -0.53 3.31 5.71  -0.09
O 1.68 1.62 -1.36  -0.08
C -1.18 1.82 3.91  -0.22
H 5.56 1.77 4.81  0.09
C -0.63 3.03 4.37  -0.04
C -4.89 -1.06 -4.34  -0.11
C 6.39 -1.01 0.43  -0.07
C 3.50 4.19 3.46  -0.10
C 2.66 3.31 2.80  -0.02
H 7.23 -0.35 0.34  0.09
C 5.63 -3.35 0.53  -0.09
H -4.67 1.08 1.19  0.09
H -6.02 0.00 -2.93  0.11
H -2.50 3.25 -1.84  0.11
C 0.43 0.04 -4.43  0.03
C -4.67 1.75 0.34  -0.03
C 1.32 2.77 -1.08  -0.90
H 1.29 -0.54 -6.30  0.10
C -0.13 -6.40 -1.18  -0.28
H 5.18 4.31 4.72  0.08
H -3.68 -2.49 -5.49  0.10
C -1.85 1.07 -4.53  -0.01
F 2.04 1.17 2.01  0.02

Output
Total charge: -2
Calculated total energy (eV): -158171.180


# 2
# C4H10N2O4

2 unconnected molecules or ions with the total composition C4H10N2O4 (ωB97M-V/def2-TZVPD, the OMol25 dataset).

Each line ends with the Löwdin charge.
Cartesian coordinates (Å):
H -1.29 2.06 0.10  0.09
C -0.26 2.41 -0.26  0.01
N 0.26 0.12 0.28  0.08
O -2.34 -0.20 1.01  -0.08
C 0.69 1.30 -0.02  -0.40
C 0.97 -1.12 0.45  -0.51
O 2.32 -0.99 0.12  -0.01
H -1.38 0.08 0.56  0.08
N -3.23 0.56 0.32  -0.16
H 1.07 -3.12 -0.27  0.13
H -0.78 -2.34 -0.22  0.09
O -4.37 0.17 0.35  -0.01
H -0.29 2.70 -1.34  0.11
H 2.42 0.73 -0.60  0.09
O 1.95 1.55 -0.42  0.10
H 2.61 -1.82 -0.19  0.07
H -0.01 3.28 0.25  0.06
H 0.47 -1.81 -1.40  0.11
C 0.32 -2.19 -0.33  -0.04
H 0.88 -1.37 1.60  0.18

Output
ΔE to the lowest compared entry with this formula, charge and spin (kcal per mole): 89.1
Total charge: 0
Calculated total energy (eV): -15477.003
Structure (SMILES): C/C(O)=N/[C@@H](C)O.O=NO


# 3
# C2H2ClO2

2 unconnected molecules or ions with the total composition C2H2ClO2 (ωB97M-V/def2-TZVPD, the OMol25 dataset).

Each line ends with the Löwdin charge.
Cartesian coordinates (Å):
H -0.32 1.31 0.51  0.15
Cl -3.14 -2.31 0.80  1.17
C -0.53 0.14 0.55  -0.06
C -1.85 -2.63 0.00  -0.60
H 0.10 -0.64 1.00  0.10
O -0.89 -3.00 -0.48  0.32
O -1.51 -0.26 0.02  -0.08

Output
ΔE to the lowest compared entry with this formula, charge and spin (kcal per mole): 17.2
Total charge: +1
Calculated total energy (eV): -18713.281


# 4
# C2H7NO2PS

A gas-phase ion, C2H7NO2PS (charge +1) (ωB97M-V/def2-TZVPD, the OMol25 dataset).

Each line ends with the Löwdin charge.
Cartesian coordinates (Å):
P 2.30 -0.16 -0.87  0.69
H 2.72 -2.27 -0.44  0.05
N -1.79 0.59 -0.26  0.14
H -1.10 1.45 -0.66  0.14
O 2.05 -1.64 -0.22  -0.37
H 4.12 1.42 0.28  -0.18
H -2.55 0.05 -0.76  0.20
S 3.11 0.77 0.88  0.46
H -0.65 -1.29 -0.51  0.15
C 0.49 0.50 -0.60  -0.49
H -0.45 -0.65 0.91  0.15
O 0.20 1.58 -1.09  0.06
H -2.24 0.97 0.56  0.16
C -0.65 -0.30 -0.09  -0.15

Output
ΔE to the lowest compared entry with this formula, charge and spin (kcal per mole): 0.0
Total charge: +1
Calculated total energy (eV): -27889.570
Structure (SMILES): [NH3+]CC(=O)P(O)S